No. 1
DFT (ωB97M-V/def2-TZVPD) results for an isolated molecule of C7H6BClF9O3P at a distorted geometry.

Last column: Mulliken charge in e.
Atoms and positions in Å:
O (-0.34387, 4.34059, 1.99343)  -0.44
C (-0.41466, 3.79649, 0.93385)  0.40
Cl (0.09424, 4.69059, -0.53054)  -0.18
C (-0.98600, 2.40021, 0.74689)  -0.69
P (-0.18220, 1.48664, -0.66824)  -0.02
C (-1.61168, 0.77045, -1.57448)  -0.86
B (-2.25654, -0.55173, -0.97589)  0.52
O (-3.45890, -0.52603, -0.31905)  -0.54
O (-1.65876, -1.77947, -1.10920)  -0.54
C (0.68328, 0.13000, 0.28793)  0.72
F (-0.07927, -0.62507, 1.12692)  -0.33
F (1.55238, 0.78927, 1.09325)  -0.32
C (1.52643, -0.78991, -0.64564)  0.68
F (0.93178, -0.87408, -1.85856)  -0.29
F (2.73109, -0.21136, -0.83405)  -0.29
C (1.73360, -2.24234, -0.15144)  0.40
F (0.56637, -2.89079, -0.05312)  -0.21
F (2.46090, -2.85091, -1.10977)  -0.31
C (2.50948, -2.39980, 1.20954)  0.73
F (3.24409, -1.32463, 1.49642)  -0.23
F (1.63868, -2.63191, 2.19676)  -0.24
F (3.32926, -3.46476, 1.12106)  -0.26
H (-2.04083, 2.53814, 0.54889)  0.52
H (-0.81780, 1.89403, 1.68528)  0.34
H (-2.37414, 1.54468, -1.56572)  0.52
H (-1.36364, 0.61818, -2.61668)  0.31
H (-3.76579, 0.36773, -0.17752)  0.31
H (-1.64750, -2.20422, -0.25030)  0.30

Properties
SMILES = O=C(Cl)CP(CB(O)O)C(F)(F)C(F)(F)C(F)(F)C(F)(F)F
multiplicity = 1
LUMO = 0.0 eV
HOMO-LUMO gap = 0.3547 hartree
E_HOMO = -9.607 eV

***

No. 2
DFT (ωB97M-V/def2-TZVPD) results for an isolated molecule of C7H6Br2O2S at a distorted geometry.

Last column: Mulliken charge in e.
Atoms and positions in Å:
C (1.41128, -1.31903, 1.38599)  -0.86
C (1.55883, -2.70086, 1.35065)  -0.22
C (0.64459, -0.86167, 0.33211)  0.27
C (-0.03580, -1.92876, -0.45727)  0.80
C (-0.39606, 1.09241, -0.70506)  0.28
C (-1.73976, 1.01969, 0.01812)  -0.08
C (-0.14191, 2.61509, -0.81821)  -1.33
O (0.62628, 0.47534, -0.03315)  -0.38
O (-0.82618, -1.80332, -1.34869)  -0.52
S (0.62078, -3.51956, 0.14316)  -0.16
Br (-1.96441, -0.05853, 1.60122)  -0.09
Br (-3.30634, 1.23301, -1.08798)  -0.07
H (2.12465, -0.65927, 1.81563)  0.37
H (2.08460, -3.25266, 2.10953)  0.43
H (-0.63871, 0.78289, -1.67203)  0.45
H (0.22501, 3.06767, 0.04415)  0.41
H (-1.02667, 3.06521, -1.12642)  0.43
H (0.77984, 2.75233, -1.55176)  0.28

Properties
multiplicity = 1
LUMO (spin up / spin down) = -0.5 / -1.3 eV
ΔE to the lowest compared entry with this formula, charge and spin = 1.456 eV
HOMO-LUMO gap (spin up / spin down) = 0.2753 / 0.2572 hartree
E_HOMO (spin up / spin down) = -7.975 / -8.252 eV

***

No. 3
DFT (ωB97M-V/def2-TZVPD) results for an isolated molecule of C7H6BrCl at a distorted geometry.

Last column: Mulliken charge in e.
Atoms and positions in Å:
C (0.06219, -1.27488, -0.36388)  -0.56
C (-0.39279, 0.92657, 0.62830)  -0.34
C (1.34544, -0.90272, -0.44239)  -0.54
C (1.08762, 1.21962, 0.60562)  -0.35
C (-0.97905, -0.39504, 0.17486)  -0.22
C (-1.32302, 0.86371, -0.57899)  -0.17
C (1.91304, 0.32098, 0.06061)  0.01
Cl (-2.98382, 1.51553, -0.41305)  -0.21
Br (3.84020, 0.55133, -0.14625)  -0.18
H (-0.09666, -2.31308, -0.71370)  0.31
H (-0.74641, 1.51801, 1.39507)  0.48
H (1.95947, -1.52711, -0.87092)  0.60
H (1.53830, 2.15038, 1.06721)  0.33
H (-1.72849, -0.73882, 0.84478)  0.42
H (-0.82104, 1.06922, -1.48648)  0.42

Properties
SMILES = Cl[C@@H]1[C@H]2C=CC(Br)=C[C@@H]12
multiplicity = 1
LUMO = 0.3 eV
ΔE to the lowest compared entry with this formula, charge and spin = 2.412 eV
HOMO-LUMO gap = 0.3292 hartree
E_HOMO = -8.655 eV

***

No. 4
DFT (ωB97M-V/def2-TZVPD) results for a cluster of 2 separate species, C7H6BrClIN3Si in total at a distorted geometry.

Last column: Mulliken charge in e.
Atoms and positions in Å:
C (1.41930, -0.68445, -3.26363)  0.27
C (-0.09018, -0.40921, -1.34205)  -0.40
C (0.40050, -1.17404, -2.43897)  -0.03
C (-0.98984, -1.05328, -0.52049)  0.85
C (-1.36039, -2.30669, -0.86757)  0.06
C (-1.82276, 1.56754, 1.24327)  -0.34
C (2.23177, 2.00892, 2.39542)  -0.87
N (2.13791, -0.13772, -3.97581)  -0.43
N (-0.04998, -2.44539, -2.64557)  -0.48
N (-0.93691, -2.93950, -1.91516)  -0.32
Si (-1.64093, -0.17145, 1.03778)  0.11
Cl (-1.52055, 2.44729, -0.26802)  -0.23
Br (-2.64480, -3.35766, 0.11909)  -0.17
I (1.99203, -0.02964, 1.96728)  0.04
H (0.15648, 0.52439, -1.05890)  0.59
H (2.61717, 2.08261, 3.36409)  0.34
H (-2.60402, 2.14994, 1.67309)  0.42
H (1.25720, 2.42384, 2.50033)  0.24
H (2.93344, 2.46870, 1.76327)  0.33
H (-1.48543, -0.96421, 2.23255)  0.02

Properties
SMILES = N#Cc1cc(/[SiH]=C\Cl)c(Br)nn1.CI
multiplicity = 1
LUMO (spin up / spin down) = -1.2 / -1.2 eV
ΔE to the lowest compared entry with this formula, charge and spin = 0.884 eV
HOMO-LUMO gap (spin up / spin down) = 0.2739 / 0.2739 hartree
E_HOMO (spin up / spin down) = -8.661 / -8.662 eV

***

No. 5
DFT (ωB97M-V/def2-TZVPD) results for a structure of composition C7H6BrNOS at a distorted geometry.

Last column: Mulliken charge in e.
Atoms and positions in Å:
C (-1.51206, -0.59462, 0.97676)  -0.42
C (-1.51893, 0.76348, 1.22768)  -0.58
C (-0.40560, -1.10201, 0.26763)  -0.51
C (-0.41676, 1.57770, 0.89049)  -0.23
C (0.61016, -0.27367, -0.18501)  0.04
C (0.65974, 1.13297, 0.12613)  0.50
C (2.87458, -0.01797, -0.83110)  0.27
N (1.73213, -0.78219, -0.92096)  -0.32
O (3.57207, 0.16883, -1.99574)  -0.48
S (1.96671, 2.05691, -0.55827)  -0.24
Br (3.78381, -0.33033, 0.81345)  -0.04
H (-2.28591, -1.28907, 1.10594)  0.40
H (-2.08108, 1.22650, 2.04649)  0.32
H (-0.47983, -2.16867, 0.07175)  0.35
H (-0.61712, 2.66942, 0.94435)  0.28
H (1.55014, -0.96530, -1.91059)  0.26
H (4.03673, 0.93458, -1.86833)  0.41

Properties
multiplicity = 1
LUMO = -0.2 eV
ΔE to the lowest compared entry with this formula, charge and spin = 0.927 eV
HOMO-LUMO gap = 0.2886 hartree
E_HOMO = -8.061 eV

***

No. 6
DFT (ωB97M-V/def2-TZVPD) results for an isolated molecule of C7H6BrNS at a distorted geometry.

Last column: Mulliken charge in e.
Atoms and positions in Å:
C (-2.22224, -1.04637, 0.30044)  -0.84
C (-1.22996, -1.17225, -0.60710)  -0.17
C (-2.32770, 0.19334, 0.98216)  -0.02
C (-0.25940, -0.21122, -0.74414)  -0.39
C (-1.38911, 1.17005, 0.91058)  -0.74
C (-0.33698, 0.85619, 0.08358)  1.72
C (0.91352, 1.55796, 0.05565)  -0.59
N (4.01141, 0.27270, -0.54787)  -0.50
S (2.46768, 1.46346, -0.32267)  0.04
Br (3.46016, -1.39450, -1.20002)  -0.07
H (-2.97620, -1.75290, 0.33571)  0.45
H (-1.01910, -2.01260, -1.32754)  0.29
H (-3.23600, 0.28560, 1.64938)  0.28
H (0.75266, -0.34318, -1.23463)  -0.06
H (-1.34122, 2.12706, 1.53573)  0.32
H (4.73249, 0.00666, 0.13072)  0.26

Properties
multiplicity = 1
LUMO = -0.9 eV
ΔE to the lowest compared entry with this formula, charge and spin = 4.118 eV
HOMO-LUMO gap = 0.2608 hartree
E_HOMO = -7.965 eV

***

No. 7
DFT (ωB97M-V/def2-TZVPD) results for a structure of composition C7H6Cl2FLi.

Last column: Mulliken charge in e.
Atoms and positions in Å:
Li (0.01339, -0.00201, 0.00150)  1.09
F (5.31601, 2.87759, 1.04132)  -0.31
C (4.14668, 2.23291, 0.80205)  0.65
C (3.01572, 2.61787, 1.48767)  -0.72
C (1.82703, 1.94342, 1.22713)  0.12
C (1.71055, 0.88865, 0.30286)  -1.34
C (2.91204, 0.56141, -0.35155)  0.08
C (4.12076, 1.20983, -0.12042)  -0.70
H (3.07415, 3.42684, 2.20614)  0.36
H (0.94581, 2.26324, 1.77979)  0.24
H (2.91346, -0.24328, -1.08340)  0.26
H (5.03064, 0.93472, -0.64040)  0.36
Cl (-1.97195, -1.02231, -0.34900)  -0.22
C (-3.52265, -1.84059, -0.62562)  -0.34
Cl (-3.32273, -3.59170, -0.69873)  -0.12
H (-3.91600, -1.49367, -1.57203)  0.29
H (-4.17753, -1.59755, 0.20072)  0.29

Properties
multiplicity = 1
LUMO = -0.3 eV
HOMO-LUMO gap = 0.2777 hartree
E_HOMO = -7.817 eV

***

No. 8
DFT (ωB97M-V/def2-TZVPD) results for a structure of composition C7H6Cl2MnN2NdO3 at a distorted geometry.

Last column: Löwdin spin population.
Atoms and positions in Å:
Mn (0.28943, -1.12234, -3.72499)  2.91
Nd (-0.03135, -0.32894, -0.82575)  3.06
Cl (-1.75193, -0.04526, -2.84184)  0.00
Cl (2.09631, -1.39366, -2.06812)  0.01
C (-0.69453, -2.12187, 0.89730)  -0.01
C (-0.13183, -0.20617, -5.24286)  -0.03
C (0.55992, -2.38765, -5.04348)  -0.01
O (-0.97807, -2.78275, 1.81087)  0.00
O (-0.38964, 0.15894, -6.32456)  0.04
O (0.61883, -2.94512, -6.06620)  0.03
C (-1.86111, 1.04667, 2.18057)  0.04
C (-0.38576, 1.09740, 2.26657)  0.17
N (0.43828, 0.59387, 1.33144)  0.05
C (1.76074, 0.75309, 1.79486)  0.34
C (1.69433, 1.29891, 3.04449)  0.32
N (0.33920, 1.51579, 3.33096)  0.04
H (-2.38425, 1.37648, 3.09875)  0.00
H (-2.12202, 1.71552, 1.34428)  0.02
H (-2.18388, 0.02223, 1.92059)  0.01
H (2.57251, 0.33292, 1.19642)  0.01
H (2.50897, 1.54484, 3.68817)  0.01
H (0.03585, 1.87710, 4.23253)  0.00

Properties
multiplicity = 8
expectation value of S² = 15.802
LUMO (spin up / spin down) = -16.6 / -18.3 eV
HOMO-LUMO gap (spin up / spin down) = 0.3329 / 0.2338 hartree
net charge = +4
E_HOMO (spin up / spin down) = -25.688 / -24.690 eV

***

No. 9
DFT (ωB97M-V/def2-TZVPD) results for a cluster of 2 separate species, C7H6F3NO3S in total at a distorted geometry.

Last column: Mulliken charge in e.
Atoms and positions in Å:
C (0.06949, -3.36388, -1.25349)  -0.47
C (0.41096, -3.00371, 0.06162)  -0.23
C (-0.00048, -2.27989, -2.13829)  -0.55
C (0.70364, -1.67570, 0.42714)  -0.58
C (0.10210, -0.91049, -1.77932)  -0.43
C (0.37532, -0.63183, -0.46420)  0.57
C (-0.33906, 3.46891, 2.31190)  0.57
N (-1.05861, 1.29663, 0.80427)  -0.21
O (0.64197, 1.92180, -1.13875)  -0.71
O (1.47956, 1.19503, 1.07912)  -0.60
O (-1.76132, 1.92743, -0.16758)  -0.27
F (0.71380, 4.11955, 1.81357)  -0.13
F (-1.44758, 4.20224, 2.49499)  -0.18
F (-0.12945, 2.81659, 3.41589)  -0.16
S (0.56916, 1.06608, 0.04394)  1.10
H (-0.03497, -4.47254, -1.49318)  0.33
H (0.46480, -3.71082, 0.85983)  0.39
H (-0.36463, -2.58627, -3.03712)  0.41
H (0.66594, -1.54822, 1.45410)  0.35
H (0.01241, -0.07599, -2.49634)  0.42
H (-1.07307, 2.24508, -0.79808)  0.40

Properties
multiplicity = 1
LUMO = -1.9 eV
ΔE to the lowest compared entry with this formula, charge and spin = 2.253 eV
HOMO-LUMO gap = 0.2403 hartree
E_HOMO = -8.435 eV

***

No. 10
DFT (ωB97M-V/def2-TZVPD) results for a structure of composition C7H6FI2LiN2O4.

Last column: Mulliken charge in e.
Atoms and positions in Å:
Li (2.25552, -0.11289, -0.14190)  0.73
I (0.48722, -2.50340, -1.44735)  0.14
C (1.95929, -1.72421, -2.75907)  -0.83
I (3.90879, -1.70665, -1.89880)  0.05
H (1.69520, -0.68865, -2.94636)  0.31
H (1.99169, -2.34165, -3.64698)  0.41
F (-3.93867, -0.19224, 1.13113)  -0.30
C (-2.61517, -0.13258, 1.26266)  0.29
C (-1.90742, 0.86376, 0.72597)  -0.06
N (-0.53289, 0.94188, 0.85651)  0.16
C (0.17061, 2.07210, 0.23166)  -1.08
C (0.53039, 1.75226, -1.23930)  0.76
O (-0.07589, 2.34544, -2.11447)  -0.66
O (1.42694, 0.85390, -1.37056)  -0.61
C (0.16519, -0.04698, 1.47204)  0.54
O (1.40220, -0.08570, 1.52668)  -0.87
N (-0.58320, -1.03592, 2.05071)  -0.06
C (-1.97236, -1.20515, 2.01102)  0.28
O (-2.51113, -2.14601, 2.53615)  -0.59
H (-2.37308, 1.65424, 0.15502)  0.40
H (1.06613, 2.27227, 0.81796)  0.35
H (-0.49028, 2.93302, 0.27520)  0.39
H (-0.05910, -1.76684, 2.51207)  0.24

Properties
multiplicity = 1
LUMO = -0.5 eV
HOMO-LUMO gap = 0.3168 hartree
E_HOMO = -9.158 eV

***

No. 11
DFT (ωB97M-V/def2-TZVPD) results for an isolated molecule of C7H6N2O2 at a distorted geometry.

Last column: Mulliken charge in e.
Atoms and positions in Å:
C (0.58529, -0.88920, -1.26960)  0.65
C (0.63128, -2.22673, -0.87120)  -0.70
C (0.02031, -2.56861, 0.37164)  -0.55
C (-0.52336, -1.62485, 1.20458)  -0.68
C (-0.56750, -0.24678, 0.79895)  0.38
C (-0.36554, 2.04306, 0.78252)  0.14
C (0.03890, 0.11927, -0.38069)  0.56
H (1.30676, -1.26965, -2.94051)  0.30
H (1.09502, -2.94657, -1.60406)  0.20
H (-0.17914, -3.62137, 0.64600)  0.31
H (-0.95825, -1.90560, 2.17855)  0.29
H (-1.33599, 1.10312, 2.36951)  0.26
H (0.40567, 2.07188, -1.19268)  0.17
N (-0.76870, 0.94148, 1.49879)  -0.10
N (0.13998, 1.50964, -0.41556)  -0.10
O (1.07914, -0.49331, -2.45754)  -0.51
O (-0.43530, 3.21498, 1.10045)  -0.63

Properties
SMILES = O=c1[nH]c2cccc(O)c2[nH]1
multiplicity = 1
LUMO = 0.6 eV
ΔE to the lowest compared entry with this formula, charge and spin = 0.000 eV
HOMO-LUMO gap = 0.3275 hartree
E_HOMO = -8.274 eV

***

No. 12
DFT (ωB97M-V/def2-TZVPD) results for an isolated molecule of C7H6N2O2P2 at a distorted geometry.

Last column: Mulliken charge in e.
Atoms and positions in Å:
C (-3.32505, -0.78789, -0.11014)  -0.40
C (-2.87440, 0.19992, 0.84487)  -0.48
C (-2.37982, -1.39978, -0.92091)  -0.64
C (-1.52670, 0.46424, 0.94656)  -0.36
C (-1.02623, -0.96986, -0.95403)  -0.31
C (-0.56779, -0.08765, 0.05884)  0.41
C (3.86198, 1.63798, 1.05432)  0.22
N (2.36606, -0.71563, -1.73641)  -0.38
N (3.22954, 0.49659, -0.05046)  0.09
O (3.21731, 2.63949, 1.21952)  -0.41
O (0.72383, 0.18565, 0.20600)  -0.29
P (3.86481, -0.57656, -1.19851)  0.11
P (1.78056, 0.73304, -0.97434)  0.13
H (-4.29668, -1.14459, -0.02755)  0.41
H (-3.59221, 0.47893, 1.60398)  0.32
H (-2.71684, -2.20041, -1.59336)  0.30
H (-1.30664, 1.07828, 1.77904)  0.39
H (-0.19249, -1.15391, -1.53525)  0.58
H (4.76076, 1.12217, 1.38781)  0.32

Properties
SMILES = O=CN1P2=N[P@@]=21Oc1ccccc1
multiplicity = 1
LUMO = -0.6 eV
ΔE to the lowest compared entry with this formula, charge and spin = 1.225 eV
HOMO-LUMO gap = 0.2904 hartree
E_HOMO = -8.495 eV